ORCA calculation (ωB97M-V/def2-TZVPD) on one molecule with the formula C26H21FN4O2.

Last column: natural (NBO) charge in e.
Atoms and positions in Å:
O1 0.996 1.004 -2.136  -0.639
C1 0.512 -0.013 -1.684  0.690
N1 -0.626 -0.575 -2.133  -0.627
C2 -1.612 0.207 -2.865  -0.249
C3 -2.540 0.810 -1.841  -0.045
C4 -2.303 2.084 -1.344  -0.228
C5 -3.044 2.570 -0.281  -0.186
C6 -4.028 1.785 0.295  -0.211
C7 -4.282 0.521 -0.207  -0.224
C8 -3.541 0.035 -1.269  -0.176
C9 1.090 -0.763 -0.459  -0.152
C10 2.586 -0.941 -0.463  -0.067
C11 3.454 0.040 -0.932  -0.164
C12 4.822 -0.159 -0.901  -0.280
C13 5.316 -1.344 -0.388  0.411
F1 6.649 -1.542 -0.351  -0.324
C14 4.478 -2.338 0.082  -0.292
C15 3.112 -2.128 0.039  -0.174
N2 0.633 0.033 0.686  -0.439
C16 -0.558 -0.060 1.333  0.648
O2 -0.899 0.807 2.124  -0.601
C17 -1.437 -1.270 1.194  0.123
C18 -2.311 -1.502 2.256  -0.190
C19 -3.176 -2.578 2.198  -0.164
C20 -3.147 -3.398 1.080  -0.240
C21 -2.251 -3.088 0.072  0.039
N3 -1.422 -2.057 0.121  -0.471
C22 1.398 1.203 0.980  0.100
C23 0.989 2.458 0.553  -0.133
C24 1.790 3.547 0.853  -0.261
C25 2.959 3.330 1.566  0.038
N4 3.338 2.139 1.996  -0.421
C26 2.574 1.101 1.716  0.051
H1 -1.018 -1.314 -1.551  0.428
H2 -2.143 -0.455 -3.554  0.205
H3 -1.080 0.977 -3.426  0.236
H4 -1.529 2.689 -1.794  0.222
H5 -2.847 3.558 0.107  0.215
H6 -4.595 2.159 1.134  0.216
H7 -5.054 -0.094 0.236  0.212
H8 -3.735 -0.957 -1.654  0.199
H9 0.622 -1.747 -0.382  0.253
H10 3.056 0.953 -1.342  0.257
H11 5.503 0.595 -1.263  0.232
H12 4.894 -3.253 0.472  0.230
H13 2.447 -2.897 0.405  0.211
H14 -2.294 -0.825 3.095  0.254
H15 -3.863 -2.775 3.008  0.224
H16 -3.804 -4.249 0.988  0.226
H17 -2.188 -3.686 -0.829  0.198
H18 0.065 2.569 0.007  0.232
H19 1.512 4.540 0.537  0.219
H20 3.622 4.147 1.818  0.192
H21 2.910 0.146 2.098  0.199

Energy relative to the best compared isomer or geometry (same formula, charge and spin) ... 16.2 kJ/mol
Structure (SMILES) ... O=C(NCc1ccccc1)[C@@H](c1ccc(F)cc1)N(C(=O)c1ccccn1)c1cccnc1
Net charge ... 0
Orbital gap ... 8.9 eV
Highest occupied orbital energy ... -8.9 eV

***

ORCA calculation (ωB97M-V/def2-TZVPD) on an isolated ion of composition C17H22FN6O2 and charge +1 in a non-equilibrium geometry.

Last column: natural (NBO) charge in e.
Atoms and positions in Å:
F1 1.945 -7.173 0.957  -0.309
C1 1.896 -5.907 0.522  0.395
C2 0.802 -5.123 0.848  -0.248
C3 0.752 -3.816 0.403  -0.222
C4 1.794 -3.299 -0.359  0.114
N1 1.793 -1.986 -0.848  -0.528
C5 1.075 -0.927 -0.475  0.621
N2 0.208 -0.965 0.521  -0.580
C6 -0.450 0.157 0.817  0.638
N3 -1.278 0.173 1.849  -0.348
C7 -2.154 1.288 2.124  -0.259
C8 -3.577 0.917 1.629  -0.076
O1 -3.683 -0.468 1.410  -0.509
C9 -3.169 -1.210 2.488  -0.086
C10 -1.632 -1.029 2.573  -0.249
N4 -0.275 1.323 0.125  -0.605
C11 0.604 1.222 -0.827  0.594
N5 0.836 2.450 -1.619  -0.376
C12 1.358 3.550 -0.772  -0.255
C13 1.563 4.799 -1.632  -0.090
O2 0.366 5.178 -2.258  -0.493
C14 -0.120 4.165 -3.099  -0.090
C15 -0.403 2.886 -2.307  -0.255
N6 1.324 0.207 -1.206  -0.586
C16 2.880 -4.108 -0.689  -0.203
C17 2.937 -5.415 -0.247  -0.259
H1 0.002 -5.542 1.437  0.236
H2 -0.096 -3.195 0.632  0.239
H3 2.471 -1.790 -1.574  0.420
H4 -1.780 2.176 1.621  0.242
H5 -2.153 1.455 3.204  0.209
H6 -4.324 1.249 2.364  0.180
H7 -3.797 1.381 0.666  0.196
H8 -3.648 -0.897 3.425  0.172
H9 -3.427 -2.251 2.292  0.213
H10 -1.102 -1.864 2.120  0.240
H11 -1.312 -0.926 3.615  0.210
H12 1.544 2.193 -2.319  0.451
H13 2.294 3.234 -0.310  0.241
H14 0.614 3.738 0.005  0.247
H15 1.862 5.640 -1.004  0.235
H16 2.350 4.616 -2.381  0.176
H17 -1.045 4.545 -3.537  0.235
H18 0.598 3.956 -3.908  0.176
H19 -0.749 2.087 -2.963  0.242
H20 -1.151 3.072 -1.534  0.247
H21 3.684 -3.713 -1.292  0.215
H22 3.772 -6.053 -0.491  0.243

Structure (SMILES) ... Fc1ccc(Nc2nc(N3CCOCC3)nc([NH+]3CCOCC3)n2)cc1
Net charge ... +1
Orbital gap ... 8.7 eV
Highest occupied orbital energy ... -11.0 eV

***

ORCA calculation (ωB97M-V/def2-TZVPD) on C36H38O2P2Pb as an isolated structure in a non-equilibrium geometry.

Last column: Löwdin charge in e.
Atoms and positions in Å:
Pb1 -2.491 0.201 -0.446  1.386
C1 -2.455 -6.511 1.085  -0.117
C2 -1.420 -5.705 1.330  -0.116
C3 -0.160 -5.679 0.536  -0.195
C4 -0.325 -4.698 -0.648  -0.187
C5 -1.202 -5.187 -1.767  -0.107
C6 -1.724 -6.404 -1.982  -0.105
C7 -1.631 -7.651 -1.153  -0.212
C8 -2.491 -7.672 0.150  -0.190
C9 -4.257 -1.026 -1.090  -0.352
H1 -3.377 -6.364 1.643  0.100
H2 -1.484 -4.987 2.154  0.103
H3 0.113 -6.690 0.212  0.096
H4 0.651 -5.291 1.176  0.111
H5 -0.764 -3.764 -0.256  0.095
H6 0.666 -4.389 -1.024  0.114
H7 -1.294 -4.452 -2.564  0.093
H8 -2.300 -6.573 -2.902  0.100
H9 -0.595 -7.945 -0.949  0.097
H10 -2.040 -8.468 -1.770  0.103
H11 -3.547 -7.755 -0.159  0.109
H12 -2.220 -8.600 0.689  0.118
H13 -5.100 -0.840 -0.403  -0.010
H14 -4.006 -2.102 -1.141  -0.010
H15 -4.481 -0.635 -2.101  -0.029
P1 0.765 2.532 1.775  1.004
P2 0.515 3.254 -1.264  0.993
C10 2.068 2.097 0.619  -0.358
C11 2.096 2.695 -0.603  -0.354
C12 1.776 3.517 3.005  -0.370
C13 3.173 3.453 3.118  -0.095
C14 3.859 4.238 4.058  -0.085
C15 3.153 5.122 4.878  -0.092
C16 1.766 5.245 4.734  -0.090
C17 1.090 4.455 3.804  -0.111
C18 0.504 0.847 2.482  -0.376
C19 -0.031 -0.131 1.629  -0.182
C20 -0.243 -1.416 2.103  -0.115
C21 0.141 -1.766 3.399  -0.071
C22 0.691 -0.793 4.239  -0.078
C23 0.871 0.520 3.789  -0.088
C24 1.226 4.679 -2.220  -0.372
C25 1.889 5.703 -1.511  -0.108
C26 2.520 6.742 -2.200  -0.089
C27 2.485 6.776 -3.599  -0.097
C28 1.802 5.783 -4.307  -0.088
C29 1.157 4.750 -3.619  -0.092
C30 0.162 2.014 -2.583  -0.427
C31 -1.117 2.022 -3.183  -0.186
C32 -1.383 1.167 -4.249  -0.100
C33 -0.396 0.283 -4.702  -0.085
C34 0.833 0.209 -4.041  -0.077
C35 1.105 1.054 -2.960  -0.086
H16 2.805 1.343 0.921  0.087
H17 3.026 2.841 -1.162  0.089
H18 3.741 2.788 2.469  0.092
H19 4.946 4.155 4.146  0.104
H20 3.681 5.720 5.619  0.101
H21 1.215 5.959 5.349  0.104
H22 0.011 4.560 3.692  0.097
H23 -0.214 0.124 0.571  -0.019
H24 -0.720 -2.154 1.464  0.074
H25 0.007 -2.794 3.738  0.105
H26 0.988 -1.052 5.253  0.101
H27 1.327 1.279 4.431  0.099
H28 1.931 5.663 -0.419  0.103
H29 3.042 7.524 -1.644  0.103
H30 2.987 7.578 -4.138  0.099
H31 1.765 5.801 -5.397  0.102
H32 0.624 3.973 -4.172  0.094
H33 -1.892 2.706 -2.820  0.100
H34 -2.361 1.196 -4.733  0.107
H35 -0.585 -0.352 -5.572  0.105
H36 1.603 -0.492 -4.369  0.106
H37 2.055 0.986 -2.427  0.097
O1 -2.809 -1.757 1.916  -0.076
C36 -3.627 -0.824 2.029  -0.527
O2 -3.445 0.417 1.639  -0.294
H38 -4.645 -1.055 2.403  0.131

Energy relative to the best compared isomer or geometry (same formula, charge and spin) ... 42.2 kJ/mol
Net charge ... 0
Orbital gap ... 6.8 eV
Highest occupied orbital energy ... -7.6 eV

***

ORCA calculation (ωB97M-V/def2-TZVPD) on C26H33ClMnN2O2S as an isolated structure in a non-equilibrium geometry.

Last column: natural (NBO) charge in e.
Atoms and positions in Å:
Mn1 -0.248 0.542 -0.317  0.752
Cl1 -0.967 2.587 -0.652  -0.717
N1 -2.185 -0.298 -0.433  -0.554
N2 1.590 1.146 0.516  -0.559
C1 -2.590 -0.716 -1.615  0.583
C2 2.592 1.321 -0.324  0.579
C3 -3.418 -0.064 0.377  0.062
C4 -4.463 0.092 -0.710  -0.073
C5 -3.358 1.159 1.253  -0.643
C6 -3.709 -1.278 1.219  -0.631
H1 -3.051 1.993 0.638  0.244
H2 -2.647 1.036 2.074  0.253
H3 -4.349 1.339 1.673  0.189
H4 -3.831 -2.149 0.575  0.190
H5 -4.620 -1.124 1.808  0.191
H6 -2.861 -1.436 1.896  0.271
C7 1.897 1.967 1.723  0.055
C8 2.906 2.956 1.168  -0.074
C9 2.526 1.085 2.771  -0.606
C10 0.690 2.664 2.296  -0.643
H7 0.195 3.209 1.502  0.245
H8 1.014 3.358 3.075  0.187
H9 -0.015 1.944 2.726  0.254
H10 3.443 0.653 2.368  0.195
H11 1.816 0.294 3.036  0.254
H12 2.772 1.676 3.662  0.195
O1 3.443 2.306 -0.026  -0.500
H13 3.743 3.190 1.809  0.184
H14 2.440 3.919 0.892  0.187
O2 -3.892 -0.580 -1.879  -0.500
H15 -4.654 1.153 -0.951  0.185
H16 -5.430 -0.358 -0.530  0.185
C11 -1.702 -1.362 -2.625  -0.490
C12 2.841 0.463 -1.516  -0.491
C13 1.725 0.236 -2.506  0.019
H17 3.128 -0.553 -1.168  0.239
H18 3.721 0.878 -2.001  0.230
C14 0.557 -0.442 -2.051  -0.264
C15 -0.444 -0.642 -3.042  0.019
H19 0.491 -0.899 -1.060  0.221
C16 -0.272 -0.281 -4.382  -0.040
C17 0.900 0.348 -4.738  -0.189
C18 -1.250 -0.656 -5.454  -0.626
C19 1.914 0.603 -3.844  -0.042
H20 1.094 0.496 -5.776  0.188
C20 3.212 1.149 -4.356  -0.625
H21 3.154 1.304 -5.433  0.209
H22 4.012 0.425 -4.190  0.207
H23 3.521 2.089 -3.899  0.218
H24 -1.341 -1.743 -5.513  0.206
H25 -0.884 -0.324 -6.425  0.209
H26 -2.252 -0.249 -5.315  0.218
H27 -2.335 -1.591 -3.478  0.229
H28 -1.361 -2.340 -2.222  0.239
S1 -0.669 -0.621 2.118  -0.406
C21 0.045 -1.600 3.268  -0.174
C22 0.390 -1.244 4.593  -0.229
C23 0.928 -2.164 5.487  -0.233
C24 1.109 -3.519 5.034  -0.296
C25 0.775 -3.893 3.697  -0.210
C26 0.273 -2.943 2.862  -0.261
H29 0.246 -0.222 4.892  0.197
H30 1.220 -1.913 6.518  0.198
H31 1.523 -4.287 5.716  0.189
H32 0.928 -4.937 3.358  0.195
H33 0.023 -3.150 1.833  0.207

2S+1 ... 5
Net charge ... -1
Orbital gap (alpha / beta) ... 5.4 / 3.9 eV
Highest occupied orbital energy (alpha / beta) ... -2.7 / -1.2 eV